Run A
This record from OMol25 describes the molecule CH2N2O3. The level of theory is the ωB97M-V functional and the def2-TZVPD basis.

CARTESIAN COORDINATES (ANGSTROEM)
O: 2.14 -0.52 -0.50
N: 1.30 0.25 -0.10
O: 1.38 1.46 0.04
N: 0.15 -0.22 0.54
C: -1.19 -0.12 0.10
O: -0.53 -1.35 0.02
H: -2.05 0.10 0.82
H: -1.19 0.39 -0.93

Summary:
HOMO = -11.02 eV
Gap between HOMO and LUMO = 0.403 hartree
LUMO energy = -0.05 eV
SMILES string = O=[N+]([O-])N1CO1

Run B
This record from OMol25 describes the molecule CH2N2O3. The level of theory is the ωB97M-V functional and the def2-TZVPD basis.

CARTESIAN COORDINATES (ANGSTROEM)
C: 1.21 0.09 -0.03
N: 0.07 0.67 0.07
O: -0.35 1.83 0.03
N: -1.24 -0.44 0.02
O: -0.76 -1.77 0.06
O: -2.32 0.01 0.02
H: 2.06 0.64 -0.11
H: 1.33 -1.02 -0.04

Summary:
HOMO = -10.39 eV
Gap between HOMO and LUMO = 0.341 hartree
LUMO energy = -1.12 eV
SMILES string = C=[N+]([O-])[N+](=O)[O-]

Run C
This record from OMol25 describes a cluster of 2 separate species, CH2N2O3 in total. The level of theory is the ωB97M-V functional and the def2-TZVPD basis.

CARTESIAN COORDINATES (ANGSTROEM)
C: 1.23 0.37 -0.19
N: -0.83 -1.05 -1.19
N: 0.59 0.22 0.97
O: 1.97 0.80 -0.98
O: -1.63 0.07 -1.15
O: -1.82 -0.99 -0.24
H: -0.43 -0.10 0.92
H: 0.92 0.68 1.86

Summary:
HOMO (alpha / beta) = -6.96 / -9.11 eV
Gap between HOMO and LUMO (alpha / beta) = 0.245 / 0.341 hartree
LUMO energy (alpha / beta) = -0.31 / 0.16 eV

Run D
This record from OMol25 describes a cluster of 2 separate species, CH2N2O3 in total. The level of theory is the ωB97M-V functional and the def2-TZVPD basis.

CARTESIAN COORDINATES (ANGSTROEM)
N: 0.97 -0.18 -1.39
C: -0.14 0.13 -1.06
O: -1.24 0.50 -1.10
H: 1.65 -0.46 -0.71
O: 0.89 -0.21 2.34
N: -0.03 0.02 1.61
O: -1.02 0.80 2.05
H: -1.72 1.06 1.35

Summary:
HOMO = -10.66 eV
Gap between HOMO and LUMO = 0.389 hartree
LUMO energy = -0.08 eV
SMILES string = N=C=O.O=NO

Which of them is most stable? Easy: run D.

Run A
This record from OMol25 describes the molecule C10H10O3. The level of theory is the ωB97M-V functional and the def2-TZVPD basis.

CARTESIAN COORDINATES (ANGSTROEM)
C: -0.78 2.66 0.58
O: -1.00 1.87 -0.61
C: -1.34 0.57 -0.33
C: -2.69 0.18 -0.24
C: -2.99 -1.18 -0.08
C: -1.96 -2.15 0.01
C: -0.65 -1.77 -0.13
C: -0.33 -0.43 -0.32
C: 1.06 0.00 -0.32
C: 2.13 -0.75 0.01
C: 3.46 -0.14 -0.16
O: 3.68 0.98 -0.57
O: 4.44 -0.97 0.23
H: 0.09 2.24 1.12
H: -1.67 2.69 1.20
H: -0.56 3.70 0.26
H: -3.52 0.90 -0.34
H: -4.01 -1.48 0.04
H: -2.26 -3.21 0.07
H: 0.20 -2.48 -0.14
H: 1.28 0.99 -0.69
H: 2.15 -1.78 0.34
H: 5.26 -0.45 0.09

Summary:
HOMO = -8.84 eV
Gap between HOMO and LUMO = 0.320 hartree
LUMO energy = -0.14 eV
SMILES string = COc1ccccc1/C=C/C(=O)O

Run B
This record from OMol25 describes a cluster of 2 separate species, C10H10O3 in total. The level of theory is the ωB97M-V functional and the def2-TZVPD basis.

CARTESIAN COORDINATES (ANGSTROEM)
C: 2.49 -0.33 -2.26
C: 2.59 -1.34 -1.31
C: 1.44 0.58 -2.19
C: 1.64 -1.44 -0.32
C: 0.50 0.51 -1.18
C: 0.58 -0.53 -0.26
C: -0.59 1.54 -1.05
C: -2.41 0.35 -0.05
C: -2.20 -0.90 2.13
C: -1.54 -0.33 0.92
O: -3.62 0.26 0.06
O: -1.90 1.00 -1.11
O: -0.29 -0.74 0.78
H: 3.22 -0.24 -3.04
H: 3.41 -2.04 -1.35
H: 1.37 1.38 -2.91
H: 1.68 -2.23 0.42
H: -0.49 2.09 -0.10
H: -0.54 2.25 -1.89
H: -2.30 -1.98 2.01
H: -3.18 -0.46 2.25
H: -1.59 -0.72 3.01
H: -1.14 2.17 1.68

Summary:
HOMO (alpha / beta) = -7.78 / -9.53 eV
Gap between HOMO and LUMO (alpha / beta) = 0.245 / 0.331 hartree
LUMO energy (alpha / beta) = -1.11 / -0.51 eV

Run C
This record from OMol25 describes the molecule C10H10O3. The level of theory is the ωB97M-V functional and the def2-TZVPD basis.

CARTESIAN COORDINATES (ANGSTROEM)
C: 1.61 -2.44 -1.51
C: 0.66 -2.66 -0.52
C: 1.85 -1.17 -2.00
C: -0.15 -1.60 -0.17
C: 1.20 -0.03 -1.52
C: 0.12 -0.27 -0.60
C: 1.51 1.36 -1.84
C: -0.68 0.89 -0.03
C: 0.12 2.09 0.14
C: -1.46 0.52 1.29
O: 1.85 2.04 -2.75
O: 0.97 2.02 1.25
O: -0.41 3.27 -0.32
H: 2.14 -3.27 -1.78
H: 0.48 -3.60 -0.16
H: 2.50 -0.98 -2.77
H: -0.94 -1.64 0.46
H: -1.40 1.07 -0.95
H: -1.59 1.44 2.03
H: -0.80 -0.19 1.84
H: -2.45 0.22 1.25
H: 0.70 2.74 1.81
H: 0.09 4.01 -0.71

Summary:
HOMO (alpha / beta) = -6.98 / -6.93 eV
Gap between HOMO and LUMO (alpha / beta) = 0.261 / 0.260 hartree
LUMO energy (alpha / beta) = 0.12 / 0.15 eV

Which of them is most stable? Easy: run A.

Run A
This record from OMol25 describes a cluster of 2 separate species, C2H3BrO2 in total. The level of theory is the ωB97M-V functional and the def2-TZVPD basis.

CARTESIAN COORDINATES (ANGSTROEM)
C: 2.98 -0.71 -0.06
C: 0.24 0.17 0.22
O: 2.45 -1.75 -0.22
O: 1.44 0.80 0.13
Br: 4.49 0.28 0.03
H: 0.21 -0.75 0.85
H: -0.36 -0.33 -0.67
H: -0.43 0.80 0.77

Summary:
HOMO (alpha / beta) = -9.02 / -9.02 eV
Gap between HOMO and LUMO (alpha / beta) = 0.300 / 0.301 hartree
LUMO energy (alpha / beta) = -0.85 / -0.84 eV

Run B
This record from OMol25 describes a cluster of 2 separate species, C2H3BrO2 in total. The level of theory is the ωB97M-V functional and the def2-TZVPD basis.

CARTESIAN COORDINATES (ANGSTROEM)
C: 0.89 1.09 -0.62
C: -0.13 0.95 0.13
O: -1.09 1.54 0.92
O: -0.95 0.07 0.75
H: 1.25 2.11 -0.73
H: 1.13 0.16 -1.07
Br: -0.84 -3.23 -0.34
H: -0.27 -2.69 0.95

Summary:
HOMO = -10.40 eV
Gap between HOMO and LUMO = 0.397 hartree
LUMO energy = 0.40 eV
SMILES string = C=C1OO1.Br

Run C
This record from OMol25 describes a cluster of 2 separate species, C2H3BrO2 in total. The level of theory is the ωB97M-V functional and the def2-TZVPD basis.

CARTESIAN COORDINATES (ANGSTROEM)
Br: -3.18 0.19 -0.05
C: -1.58 -0.74 -0.10
C: -0.64 -1.42 0.49
O: -1.11 -1.85 -0.87
H: 0.27 -1.41 1.08
O: 0.32 1.73 0.40
H: 1.05 1.92 -0.32
H: 0.07 2.56 0.62

Summary:
HOMO (alpha / beta) = -7.96 / -7.97 eV
Gap between HOMO and LUMO (alpha / beta) = 0.306 / 0.306 hartree
LUMO energy (alpha / beta) = 0.36 / 0.36 eV
SMILES string = BrC1=CO1.O

Run D
This record from OMol25 describes a cluster of 2 separate species, C2H3BrO2 in total. The level of theory is the ωB97M-V functional and the def2-TZVPD basis.

CARTESIAN COORDINATES (ANGSTROEM)
C: 0.43 1.08 -1.44
C: -0.05 -0.31 0.58
O: 1.36 1.76 -1.73
O: 0.52 -1.23 1.49
Br: -1.84 -0.79 0.14
H: -0.57 0.95 -1.68
H: 0.07 0.62 1.01
H: 0.09 -2.08 1.65

Summary:
HOMO (alpha / beta) = -8.27 / -8.00 eV
Gap between HOMO and LUMO (alpha / beta) = 0.321 / 0.299 hartree
LUMO energy (alpha / beta) = 0.46 / 0.14 eV

Which of them is most stable? Easy: run A.

Run A
This record from OMol25 describes the molecule C2H4O2S2. The level of theory is the ωB97M-V functional and the def2-TZVPD basis.

CARTESIAN COORDINATES (ANGSTROEM)
C: -0.19 -0.59 0.62
C: 0.34 0.13 -0.58
O: -1.44 -0.75 0.83
O: 0.68 -1.19 1.40
S: -2.76 -0.16 -0.02
S: 0.08 1.88 -0.19
H: -0.08 -0.25 -1.41
H: 1.33 0.05 -0.75
H: 0.23 -1.59 2.17
H: -1.26 1.82 -0.05

Summary:
HOMO = -8.01 eV
Gap between HOMO and LUMO = 0.297 hartree
LUMO energy = 0.08 eV

Run B
This record from OMol25 describes the molecule C2H4O2S2. The level of theory is the ωB97M-V functional and the def2-TZVPD basis.

CARTESIAN COORDINATES (ANGSTROEM)
C: 0.29 1.23 0.06
C: 0.70 -0.07 -0.69
O: -1.92 -2.21 1.68
O: -1.13 1.23 0.09
S: 0.55 -1.44 0.49
S: -1.53 -1.65 0.34
H: 0.63 1.27 1.13
H: 0.67 1.89 -0.64
H: 0.07 -0.22 -1.52
H: 1.68 -0.03 -0.93

Summary:
HOMO (alpha / beta) = -8.82 / -8.83 eV
Gap between HOMO and LUMO (alpha / beta) = 0.226 / 0.227 hartree
LUMO energy (alpha / beta) = -2.66 / -2.66 eV

Which of them is most stable? Easy: run A.

Run A
This record from OMol25 describes a cluster of 5 separate species, CH12O5 in total. The level of theory is the ωB97M-V functional and the def2-TZVPD basis.

CARTESIAN COORDINATES (ANGSTROEM)
C: -1.51 0.52 -1.77
O: -1.89 -0.80 -1.31
H: -1.10 0.45 -2.78
H: -0.77 0.94 -1.10
H: -2.40 1.15 -1.76
H: -2.84 -0.80 -1.30
O: 0.26 -0.89 2.41
H: 0.25 -1.28 1.49
H: 0.36 -1.64 2.99
O: 1.91 0.74 -0.86
H: 1.29 1.01 -0.18
H: 2.78 0.78 -0.45
O: 0.70 -1.85 -0.03
H: -0.23 -1.76 -0.29
H: 1.16 -1.27 -0.65
O: 0.66 1.78 1.51
H: 0.35 0.88 1.70
H: 1.01 2.03 2.36

Summary:
HOMO = -10.95 eV
Gap between HOMO and LUMO = 0.427 hartree
LUMO energy = 0.66 eV
SMILES string = CO.O.O.O.O

Run B
This record from OMol25 describes a cluster of 5 separate species, CH12O5 in total. The level of theory is the ωB97M-V functional and the def2-TZVPD basis.

CARTESIAN COORDINATES (ANGSTROEM)
C: -0.34 -1.92 -2.93
O: -0.25 -1.47 -1.61
H: 0.55 -2.44 -3.30
H: -1.19 -2.64 -2.97
H: -0.39 -1.02 -3.61
H: 0.01 -0.48 -1.57
O: 1.63 0.51 2.09
H: 2.52 0.35 1.78
H: 0.94 -0.10 1.85
O: 0.60 1.05 -1.89
H: 1.40 1.18 -1.38
H: 0.28 1.93 -2.21
O: -2.41 -0.59 4.39
H: -2.64 -1.47 4.10
H: -1.96 -0.70 5.23
O: 0.57 2.64 0.51
H: 0.96 2.22 1.27
H: -0.28 2.95 0.25

Summary:
HOMO = -9.32 eV
Gap between HOMO and LUMO = 0.358 hartree
LUMO energy = 0.43 eV
SMILES string = CO.O.O.O.O

Which of them is most stable? Easy: run A.

Run A
This record from OMol25 describes a cluster of 2 separate species, C2H9N2O in total. The level of theory is the ωB97M-V functional and the def2-TZVPD basis.

CARTESIAN COORDINATES (ANGSTROEM)
C: 0.87 -1.53 0.28
N: -0.10 -0.56 -0.27
C: 0.58 0.36 -1.29
O: 1.62 -0.15 -1.92
H: 1.34 -2.15 -0.48
H: 0.41 -2.06 1.11
H: 1.69 -0.96 0.74
H: -0.77 -1.14 -0.77
H: 0.86 1.28 -0.70
H: -0.31 0.63 -1.93
N: -1.66 1.75 1.18
H: -2.23 1.58 1.99
H: -1.56 0.93 0.59
H: -0.74 2.03 1.47

Summary:
HOMO = -2.40 eV
Net charge = -1
Gap between HOMO and LUMO = 0.248 hartree
LUMO energy = 4.35 eV

Run B
This record from OMol25 describes a cluster of 2 separate species, C2H9N2O in total. The level of theory is the ωB97M-V functional and the def2-TZVPD basis.

CARTESIAN COORDINATES (ANGSTROEM)
C: 0.07 2.22 1.53
O: -0.11 0.97 0.80
H: -0.73 2.96 1.67
H: 0.18 1.87 2.62
H: 1.04 2.76 1.41
N: 0.31 -1.67 0.24
C: 0.22 -1.47 -1.18
N: -0.41 -0.27 -1.64
H: 0.50 -0.68 0.64
H: -0.64 -1.76 0.62
H: 1.37 -1.63 -1.45
H: -0.24 -2.41 -1.47
H: -1.48 -0.31 -1.71
H: -0.16 0.45 -0.96

Summary:
HOMO = -3.00 eV
Net charge = -1
Gap between HOMO and LUMO = 0.278 hartree
LUMO energy = 4.57 eV

Which of them is most stable? Easy: run A.

Run A
This record from OMol25 describes the molecule C3H3NS2. The level of theory is the ωB97M-V functional and the def2-TZVPD basis.

CARTESIAN COORDINATES (ANGSTROEM)
C: 1.75 -0.38 -0.88
C: -0.84 1.50 0.34
C: 0.09 -1.09 0.79
N: 1.03 -0.87 -0.08
S: -2.09 0.80 -0.33
S: -1.54 -1.23 0.05
H: 2.40 -0.64 -1.73
H: -0.82 2.52 0.16
H: 0.02 -0.62 1.70

Summary:
HOMO = -8.16 eV
Gap between HOMO and LUMO = 0.300 hartree
LUMO energy = 0.01 eV

Run B
This record from OMol25 describes the molecule C3H3NS2. The level of theory is the ωB97M-V functional and the def2-TZVPD basis.

CARTESIAN COORDINATES (ANGSTROEM)
C: -2.25 -0.76 -0.11
C: -1.02 -0.16 -0.28
N: -0.03 0.53 -0.12
C: 1.30 0.49 0.00
S: 1.84 -1.05 0.06
S: 2.39 1.89 -0.03
H: -2.22 -1.80 0.24
H: -3.22 -0.44 -0.49
H: 3.19 1.29 0.73

Summary:
HOMO = -8.57 eV
Gap between HOMO and LUMO = 0.290 hartree
LUMO energy = -0.68 eV
SMILES string = C=C=NC(=S)S

Which of them is most stable? Easy: run B.